# 1
# C20H28CsN7O7P2

A structure of composition C20H28CsN7O7P2 in a non-equilibrium geometry (wB97M-V/def2-TZVPD, the Open Molecules 2025 dataset).

XYZ file:
```
65
Properties=species:S:1:pos:R:3:forces:R:3
Cs -2.149 -0.054 -0.724 0.87 -3.65 -2.36
C 1.409 -2.896 -2.475 0.04 0.00 -0.01
N 0.835 -2.821 -1.148 0.00 0.00 -0.01
C 1.614 -3.540 -0.160 0.04 -0.01 0.00
C 1.047 -3.298 1.201 0.10 0.03 -0.05
N 0.671 -2.134 1.641 -0.07 -0.06 -0.03
C 0.234 -2.367 2.942 0.02 0.07 0.00
C -0.279 -1.481 3.888 0.01 0.01 0.00
C -0.630 -1.989 5.122 -0.01 -0.06 0.00
C -0.481 -3.351 5.425 0.00 0.03 0.01
C 0.027 -4.243 4.501 -0.01 0.03 0.00
C 0.379 -3.721 3.262 0.01 -0.08 0.02
N 0.906 -4.299 2.121 -0.03 0.04 0.03
C 0.759 -1.880 -3.355 0.06 -0.04 0.05
N 0.331 -0.726 -2.936 -0.03 0.01 -0.03
C -0.162 -0.090 -4.070 -0.03 0.08 0.09
C -0.752 1.167 -4.196 -0.01 0.00 0.01
C -1.169 1.554 -5.454 -0.01 -0.03 -0.03
C -1.008 0.715 -6.568 0.01 0.03 0.01
C -0.426 -0.534 -6.458 -0.01 0.03 0.02
C -0.010 -0.915 -5.188 0.02 -0.04 -0.07
N 0.589 -2.064 -4.699 -0.01 0.05 0.01
H 1.255 -3.898 -2.890 0.00 0.03 0.03
H 2.498 -2.713 -2.480 -0.04 0.00 0.00
H 0.751 -1.848 -0.867 0.01 -0.03 -0.01
H 2.675 -3.236 -0.158 -0.04 -0.03 0.01
H 1.591 -4.612 -0.384 -0.02 0.03 0.00
H -0.404 -0.435 3.650 0.01 0.03 -0.03
H -1.032 -1.323 5.874 -0.01 0.01 0.02
H -0.770 -3.710 6.404 -0.01 -0.01 0.02
H 0.143 -5.293 4.735 0.00 -0.03 0.00
H 1.118 -5.270 1.975 -0.02 0.02 0.00
H -0.882 1.810 -3.334 0.01 0.01 0.02
H -1.632 2.522 -5.587 -0.01 0.01 -0.01
H -1.347 1.055 -7.537 -0.01 0.00 -0.01
H -0.303 -1.176 -7.319 0.00 -0.02 -0.02
H 0.833 -2.888 -5.218 -0.01 0.02 0.01
O -2.558 1.321 3.701 0.08 0.08 -0.03
P -2.445 1.334 2.111 0.00 0.34 0.60
O -0.935 1.115 1.835 -0.07 -0.24 0.30
O -3.314 0.337 1.460 -0.76 0.30 1.46
O -2.760 2.838 1.739 -0.08 -0.03 0.00
P -2.842 3.368 0.152 0.07 0.14 0.00
O -4.409 3.188 -0.158 0.01 -0.01 -0.01
O -2.443 4.784 0.168 0.06 0.00 0.02
O -2.127 2.313 -0.637 -0.11 2.69 0.16
H -3.456 1.131 3.988 -0.09 -0.04 0.03
H -4.864 4.022 -0.008 -0.05 0.06 0.01
N 0.530 3.201 1.503 0.08 -0.03 0.15
C 0.823 3.422 0.079 -0.05 0.08 -0.14
C 1.482 2.167 -0.469 -0.01 0.02 -0.02
N 2.713 1.813 0.235 -0.01 0.05 -0.04
C 2.455 1.707 1.666 0.04 -0.04 0.09
C 1.767 2.939 2.252 0.06 0.06 0.06
H -0.336 1.982 1.739 -0.02 0.31 -0.27
H 0.045 4.011 1.877 -0.05 -0.01 -0.01
H 1.503 4.280 -0.038 -0.03 -0.03 0.01
H -0.110 3.644 -0.438 0.11 -0.03 0.03
H 1.680 2.272 -1.536 0.03 -0.01 0.00
H 0.785 1.336 -0.341 -0.02 -0.09 -0.10
H 3.416 2.526 0.069 -0.02 -0.02 -0.01
H 3.395 1.525 2.190 -0.01 0.02 0.00
H 1.822 0.829 1.822 -0.02 -0.01 0.02
H 2.442 3.805 2.198 -0.01 -0.04 0.00
H 1.513 2.771 3.301 0.02 -0.01 0.01
```
Forces are in eV/Å.

Output
lowest unoccupied orbital energy = 0.102 eV
F_max = 4.4 eV/A
frontier orbital gap = 8.64 eV
HOMO = -8.5 eV

---

# 2
# C20H28F16N2O22S5Zr

A structure of composition C20H28F16N2O22S5Zr in a non-equilibrium geometry (wB97M-V/def2-TZVPD, the Open Molecules 2025 dataset).

XYZ file:
```
94
Properties=species:S:1:pos:R:3:forces:R:3
Zr 0.466 0.666 -0.795 0.26 -5.95 1.26
N 2.322 1.072 -1.623 5.43 1.69 -2.83
S 3.728 0.395 -2.010 2.96 -8.82 0.68
O 4.581 0.339 -0.835 -0.58 1.37 -1.66
O 4.308 0.424 -3.346 -1.56 1.09 2.32
F 3.144 -1.111 -1.962 -0.23 0.41 -0.31
S 3.113 2.586 -1.914 -4.07 7.09 1.81
O 3.460 3.046 -3.214 -0.06 -1.64 0.05
O 3.749 3.272 -0.818 0.20 -2.14 -0.41
F 1.607 3.133 -1.711 -0.35 0.91 -0.38
N -1.092 1.804 -0.128 -5.10 5.35 0.42
S -1.952 3.270 -0.594 0.81 5.62 -4.75
O -2.018 4.449 0.324 0.27 -4.43 -1.39
O -3.028 3.049 -1.531 1.01 -0.61 1.80
F -0.787 3.746 -1.594 -0.42 -0.45 0.73
S -1.977 1.857 1.224 -0.99 -6.44 7.98
O -3.465 1.846 1.139 4.01 1.53 -0.68
O -1.239 2.236 2.445 -1.97 0.98 -3.15
F -1.740 0.273 1.425 -0.02 -0.37 -0.37
O 1.183 -0.706 0.767 -1.03 0.82 -3.37
C 0.681 -2.062 0.612 -1.41 0.68 -1.02
C 0.113 -2.427 -0.859 1.64 1.90 1.08
O -0.412 -1.251 -1.480 1.15 2.45 1.51
H 1.390 -2.857 0.843 0.35 0.33 0.40
H -0.161 -2.043 1.303 -0.14 -0.72 0.12
H -0.558 -3.283 -0.796 -0.45 0.26 0.00
H 0.975 -2.717 -1.461 0.05 -0.24 0.02
C -5.644 -0.491 4.624 -0.80 0.42 -0.24
C -4.178 -0.494 4.374 -0.10 -1.32 1.39
O -3.791 -0.939 3.105 -0.17 -2.81 -3.90
C -4.047 -2.331 2.689 -0.32 2.26 4.28
O -4.460 -3.182 3.433 0.37 1.00 -0.86
C -3.662 -2.674 1.284 1.35 1.68 -2.24
F -4.595 -3.341 0.637 -0.53 -0.27 0.27
F -3.401 -1.546 0.574 -0.36 -0.56 0.28
F -2.535 -3.400 1.235 -0.11 -0.15 0.56
H -6.157 0.213 3.969 0.01 -0.21 -0.45
H -5.812 -0.028 5.596 -0.06 -0.57 0.33
H -6.053 -1.495 4.516 -0.26 0.23 0.30
H -3.721 -1.249 5.013 0.06 0.41 0.87
H -3.830 0.514 4.600 0.76 -0.20 -0.63
C -4.295 0.084 -4.052 0.90 1.32 0.20
C -2.854 0.223 -3.487 -0.91 -1.05 0.86
O -1.949 0.775 -4.448 3.33 1.79 -0.79
C -0.666 1.246 -4.130 -4.87 -2.03 1.01
O -0.230 1.298 -3.000 0.13 -0.07 0.06
C 0.108 1.699 -5.351 1.10 -0.20 0.13
F 1.383 1.392 -5.054 -0.15 -0.02 -0.71
F -0.297 1.120 -6.468 0.21 -0.08 0.21
F 0.045 3.009 -5.501 -0.32 0.56 0.02
H -4.984 -0.458 -3.405 0.65 -0.70 0.06
H -4.207 -0.339 -5.053 -0.48 0.07 0.06
H -4.778 1.061 -4.019 0.17 0.24 -0.77
H -2.513 -0.797 -3.313 0.35 0.19 0.52
H -2.848 0.846 -2.593 0.10 -0.25 0.07
C 4.257 1.051 3.825 0.22 0.84 -0.53
C 3.426 1.263 2.568 0.21 -1.74 -0.12
O 2.926 2.586 2.504 -2.72 1.23 -0.64
C 1.856 2.928 1.737 3.56 -3.83 -1.20
O 1.366 2.216 0.849 0.37 1.06 1.67
C 1.577 4.362 1.958 -2.40 2.61 -1.59
F 1.534 5.117 0.818 0.25 -1.17 0.04
F 0.306 4.410 2.414 0.82 0.29 0.74
F 2.458 4.955 2.702 0.11 0.14 1.25
H 4.672 0.044 3.792 -0.04 0.03 0.06
H 3.725 1.218 4.762 -0.19 -0.10 -0.15
H 5.075 1.769 3.768 0.21 -0.11 0.30
H 2.640 0.508 2.538 -0.42 0.35 -0.22
H 4.035 1.106 1.678 0.07 0.01 -0.05
C 2.493 -5.296 -3.622 0.05 0.10 0.06
C 1.974 -3.875 -3.661 0.07 -1.53 2.20
O 2.420 -3.263 -4.820 0.18 1.49 -2.21
C 1.928 -2.059 -5.148 -1.58 0.45 2.55
O 1.158 -1.422 -4.439 1.18 -0.95 -1.43
C 2.446 -1.505 -6.482 0.12 1.55 0.79
F 1.451 -0.970 -7.208 0.23 -0.67 0.14
F 3.297 -0.469 -6.220 -0.33 -0.96 -0.14
F 3.071 -2.441 -7.138 0.42 -0.35 -0.96
H 2.249 -5.820 -4.546 0.31 -0.23 0.15
H 2.054 -5.793 -2.757 -0.29 -0.12 -0.15
H 3.553 -5.246 -3.374 0.16 -0.35 -0.64
H 2.478 -3.470 -2.783 -0.49 0.95 -0.06
H 0.894 -3.899 -3.520 -0.02 0.63 -0.36
C -0.612 -0.616 5.561 1.00 -1.39 1.97
C 0.538 -0.386 4.568 -0.12 -1.35 2.19
O 0.762 1.008 4.617 0.22 1.33 -0.32
S 0.548 1.609 6.130 0.23 1.03 1.38
O 0.025 2.984 6.070 0.91 -3.51 -0.30
O 1.733 1.407 7.007 -3.02 -0.19 -2.55
O -0.657 0.496 6.482 0.84 2.09 -0.89
H -0.276 -1.365 6.278 0.03 -0.73 -0.47
H -1.567 -1.014 5.221 -0.20 1.20 -0.34
H 0.361 -0.977 3.669 -0.10 1.48 -0.87
H 1.404 -0.873 5.014 0.30 0.09 -0.03
```
Forces are in eV/Å.

Output
lowest unoccupied orbital energy = -2.636 eV
F_max = 10.3 eV/A
frontier orbital gap = 7.36 eV
HOMO = -10.0 eV

---

# 3
# C20H28F3O2Zn

A structure of composition C20H28F3O2Zn in a non-equilibrium geometry (wB97M-V/def2-TZVPD, the Open Molecules 2025 dataset).

XYZ file:
```
54
Properties=species:S:1:pos:R:3:forces:R:3
O -1.455 1.757 -2.126 -0.71 1.19 -1.87
C -2.424 1.302 -3.117 -0.19 -0.75 0.43
C -2.251 2.519 -4.033 0.11 -0.57 0.59
H -3.432 1.216 -2.679 0.42 -0.23 -0.04
H -2.085 0.339 -3.546 -0.42 0.46 0.19
C -1.242 2.953 -2.930 -0.17 0.56 -0.41
H -3.160 3.111 -4.189 0.35 0.00 0.09
H -1.785 2.236 -4.987 -0.13 0.42 0.22
C -1.575 4.198 -2.122 0.15 0.27 -0.16
H -2.542 4.119 -1.606 0.35 -0.14 -0.04
H -1.617 5.084 -2.768 0.01 -0.15 -0.04
H -0.756 4.378 -1.410 -0.43 -0.11 0.08
C 0.151 3.018 -3.513 0.13 0.24 0.04
H 0.394 2.052 -3.981 0.16 0.33 0.29
H 0.867 3.315 -2.735 0.08 -0.36 -0.27
H 0.155 3.793 -4.295 0.10 -0.17 0.16
Zn 1.062 -1.046 2.282 -1.09 -0.79 0.37
C 3.287 -2.574 2.412 -0.50 -0.31 -0.52
C 1.929 -3.021 2.369 1.19 -0.49 -0.89
C 1.426 -2.743 1.029 1.40 -0.31 -0.25
H 1.432 -3.641 3.116 0.07 0.48 -0.18
C 2.494 -2.108 0.300 -0.13 -0.62 0.53
C 3.626 -2.035 1.147 -0.06 -0.26 -0.07
H 4.618 -1.695 0.851 -0.40 0.21 0.19
H 3.940 -2.648 3.282 -0.23 0.12 -0.30
H 0.526 -3.179 0.594 0.13 0.44 0.28
H 2.429 -1.801 -0.745 0.12 -0.03 0.37
C 2.173 -0.099 4.689 -0.84 0.64 -0.45
C 2.943 0.665 3.774 -0.45 0.52 0.08
C 2.068 1.245 2.818 0.25 -0.35 0.44
H 4.015 0.848 3.855 -0.31 -0.20 -0.23
C 0.722 0.818 3.110 0.67 0.09 0.64
C 0.806 -0.024 4.293 0.90 1.35 0.73
H -0.039 -0.308 4.910 0.24 -0.28 -0.46
H 2.541 -0.622 5.574 -0.10 0.08 -0.41
H 2.322 1.974 2.051 0.07 -0.38 0.05
H -0.187 1.168 2.623 0.21 -0.04 0.26
O -2.098 -0.109 -0.609 1.37 -2.17 0.50
C -0.626 -0.245 -0.688 0.15 -0.25 0.76
C -0.402 -1.217 -1.874 0.13 0.42 0.52
H -0.180 -0.674 0.287 -1.09 0.49 -1.36
H -0.115 0.713 -0.900 -0.77 -0.55 0.50
C -1.739 -1.953 -2.027 -0.13 0.34 -0.21
H 0.379 -1.931 -1.623 0.17 0.09 -0.15
H -0.100 -0.618 -2.742 -0.11 -0.36 -0.01
C -2.491 -1.528 -0.756 0.84 0.21 0.27
H -1.543 -3.015 -2.133 -0.32 -0.25 0.20
H -2.288 -1.626 -2.913 0.03 -0.03 0.00
H -2.100 -2.183 0.074 -0.48 0.98 -0.33
H -3.581 -1.604 -0.796 0.21 0.20 -0.05
F -1.325 -3.084 2.272 -0.70 -0.35 0.14
C -0.789 -2.008 2.923 1.51 1.29 -0.58
F -1.776 -1.042 2.975 -0.91 -0.50 0.42
F -0.602 -2.438 4.231 -0.87 -0.40 -0.07
```
Forces are in eV/Å.

Output
lowest unoccupied orbital energy = 2.446 eV
F_max = 2.6 eV/A
frontier orbital gap = 6.10 eV
charge = -1
HOMO = -3.7 eV

---

# 4
# C20H28MnN8O3

A structure of composition C20H28MnN8O3 (wB97M-V/def2-TZVPD, the Open Molecules 2025 dataset).

XYZ file:
```
60
Properties=species:S:1:pos:R:3:forces:R:3
Mn -0.266 0.587 -1.064 0.46 0.19 0.05
O 1.167 0.909 4.458 -0.04 -0.14 -0.03
C -0.001 1.568 4.391 -0.04 -0.03 0.06
C -0.592 1.947 5.601 0.02 0.01 -0.08
C -1.808 2.598 5.611 -0.05 0.04 0.00
C -2.467 2.897 4.420 0.06 -0.03 -0.01
C -1.879 2.536 3.223 -0.01 0.09 0.00
C -0.651 1.875 3.180 0.06 -0.09 -0.15
C -0.112 1.488 1.838 0.50 -0.07 0.58
O -0.722 1.801 0.802 -0.34 -0.08 -0.21
N 1.033 0.753 1.884 -0.30 0.01 -0.36
N 1.386 0.359 0.636 -0.40 -0.04 0.29
C 2.368 -0.433 0.493 0.32 -0.29 -0.54
C 2.647 -0.924 -0.885 -0.04 0.23 0.90
C 3.759 -1.704 -1.163 0.20 -0.15 -0.22
C 3.980 -2.105 -2.473 0.11 -0.01 0.26
C 3.095 -1.704 -3.457 -0.18 0.12 -0.10
C 2.000 -0.935 -3.080 0.09 -0.01 -0.01
N 1.771 -0.575 -1.824 -0.29 -0.05 -0.23
H 1.387 0.627 3.528 0.09 0.21 0.01
H -0.068 1.713 6.518 0.00 -0.02 0.00
H -2.252 2.875 6.560 0.00 0.01 -0.01
H -3.420 3.408 4.431 0.00 0.00 0.00
H -2.350 2.767 2.276 -0.01 -0.02 0.01
H 2.981 -0.759 1.333 0.01 -0.01 -0.06
H 4.439 -1.977 -0.367 0.01 0.01 -0.02
H 4.843 -2.709 -2.721 -0.01 0.00 0.00
H 3.246 -1.969 -4.494 -0.01 0.00 0.00
H 1.282 -0.575 -3.808 0.00 -0.02 0.01
C -2.352 -4.185 1.033 0.03 0.03 0.03
N -1.340 -3.135 1.052 0.04 0.02 -0.02
C -1.066 -2.610 2.383 -0.05 -0.01 -0.01
C -1.259 -2.237 0.005 -0.02 -0.14 -0.24
N -1.173 -0.971 0.113 -0.22 -0.06 0.46
N -1.194 -2.850 -1.243 0.02 0.13 -0.06
C -1.249 -2.237 -2.495 0.01 -0.27 0.24
N -1.254 -3.169 -3.518 -0.04 0.07 -0.06
N -1.331 -0.977 -2.632 0.06 0.23 0.03
H -1.981 -5.065 1.557 0.01 0.00 0.01
H -2.611 -4.469 0.016 0.00 0.00 -0.01
H -3.270 -3.850 1.527 -0.01 0.01 0.00
H -0.788 -3.441 3.029 -0.02 -0.01 0.01
H -1.938 -2.111 2.821 0.01 0.02 0.00
H -0.235 -1.906 2.351 0.01 -0.03 0.00
H -1.339 -0.657 1.064 0.03 -0.01 -0.05
H -1.035 -3.841 -1.225 0.03 0.02 -0.01
H -0.838 -4.069 -3.345 0.02 0.00 0.00
H -1.049 -2.800 -4.432 0.01 -0.02 0.01
H -1.386 -0.694 -3.605 -0.01 0.03 0.02
C 0.930 3.527 -3.881 0.02 0.05 -0.09
C 0.591 3.267 -2.418 0.02 -0.10 0.16
C -0.376 4.316 -1.884 -0.06 0.07 0.01
O 0.067 1.993 -2.275 -0.12 0.10 -0.61
H 1.377 4.514 -4.026 -0.01 -0.01 0.01
H 0.018 3.466 -4.481 0.02 -0.01 0.00
H 1.632 2.773 -4.244 -0.01 0.00 0.01
H 1.530 3.360 -1.842 0.01 -0.01 0.03
H -1.266 4.357 -2.519 0.00 -0.02 0.03
H 0.079 5.311 -1.860 -0.01 0.00 -0.02
H -0.687 4.048 -0.873 0.02 0.00 0.00
```
Forces are in eV/Å.

Output
lowest unoccupied orbital energy (alpha / beta) = -0.067 / -0.080 eV
F_max = 0.9 eV/A
multiplicity = 6
frontier orbital gap (alpha / beta) = 6.85 / 7.65 eV
HOMO (alpha / beta) = -6.9 / -7.7 eV

---

> The highest F_max belongs to which entry?

C20H28F16N2O22S5Zr